# 1
Here is 2 unconnected molecules or ions with the total composition C24H26ClNOP in a non-equilibrium geometry from the Open Molecules 2025 dataset. Energies are from ωB97M-V/def2-TZVPD.

Calculated values
* energy above the lowest of the compared OMol25 structures with the same formula, charge and spin: 0.0 kJ/mol
* charge: +1
* calculated total energy: -50651.5318 eV

Positions of all 54 atoms, in Å:
C1 2.267 -0.086 0.279
N1 1.111 0.491 0.984
C2 0.523 1.727 0.415
C3 0.469 -0.180 1.911
Cl1 -1.048 0.283 2.487
H1 2.875 0.731 -0.124
H2 2.834 -0.722 0.967
H3 1.935 -0.680 -0.582
H4 1.289 2.210 -0.200
H5 -0.329 1.482 -0.238
H6 0.185 2.382 1.229
H7 0.869 -1.112 2.316
C4 2.412 -0.821 4.703
C5 1.048 -1.473 4.776
C6 0.984 -2.865 4.487
P1 -0.497 -3.749 4.775
C7 -1.440 -3.221 6.233
C8 -2.086 -1.976 6.237
C9 -2.849 -1.564 7.321
C10 -3.019 -2.415 8.419
C11 -2.358 -3.650 8.432
C12 -1.558 -4.050 7.362
C13 -1.538 -3.520 3.321
C14 -2.919 -3.316 3.450
C15 -3.675 -3.039 2.307
C16 -3.056 -2.947 1.061
C17 -1.680 -3.164 0.940
C18 -0.916 -3.457 2.067
C19 -0.266 -5.538 4.944
C20 -1.208 -6.440 4.407
C21 -1.069 -7.811 4.633
C22 0.011 -8.293 5.382
C23 0.957 -7.401 5.901
C24 0.828 -6.028 5.679
O1 0.070 -0.741 5.059
H8 3.252 -1.523 4.638
H9 2.444 -0.130 3.855
H10 2.491 -0.230 5.623
H11 1.906 -3.441 4.364
H12 -1.953 -1.288 5.403
H13 -3.302 -0.576 7.272
H14 -3.643 -2.105 9.254
H15 -2.460 -4.322 9.281
H16 -1.053 -5.019 7.383
H17 -3.402 -3.357 4.429
H18 -4.747 -2.881 2.421
H19 -3.641 -2.687 0.176
H20 -1.173 -3.109 -0.020
H21 0.163 -3.609 1.976
H22 -2.049 -6.072 3.815
H23 -1.809 -8.496 4.214
H24 0.116 -9.364 5.553
H25 1.806 -7.753 6.487
H26 1.573 -5.336 6.084

---

# 2
Here is 11 unconnected molecules or ions with the total composition C54H141N11O16 in a non-equilibrium geometry from the Open Molecules 2025 dataset. Energies are from ωB97M-V/def2-TZVPD.

Calculated values
* SMILES string: COC[C@H](C)N.COC[C@H](C)N.COC[C@H](C)N.COC[C@H](C)N.COC[C@H](C)N.COC[C@H](C)N.COCCNCCOC.COCCNCCOC.COCCNCCOC.COCCNCCOC.COCCNCCOC
* energy above the lowest of the compared OMol25 structures with the same formula, charge and spin: 204.1 kJ/mol
* charge: 0
* calculated total energy: -107422.7791 eV

Positions of all 222 atoms, in Å:
C1 1.299 14.000 -15.190
O1 0.659 15.087 -14.746
C2 -0.601 15.285 -15.311
C3 -0.533 16.414 -16.317
C4 -0.285 17.718 -15.560
N1 -1.696 16.474 -17.176
H1 1.121 13.732 -16.237
H2 1.060 13.120 -14.577
H3 2.361 14.194 -15.062
H4 -0.992 14.315 -15.633
H5 -1.275 15.578 -14.486
H6 0.407 16.312 -16.873
H7 -1.070 17.876 -14.805
H8 -0.332 18.560 -16.253
H9 0.673 17.737 -15.034
H10 -1.695 17.231 -17.846
H11 -2.597 16.508 -16.718
C5 8.446 16.093 -8.117
O2 7.995 15.600 -6.877
C6 8.952 15.745 -5.888
C7 8.405 15.289 -4.564
C8 7.428 16.361 -4.047
N2 9.557 15.120 -3.674
H12 8.435 17.186 -8.116
H13 7.784 15.676 -8.870
H14 9.445 15.698 -8.365
H15 9.844 15.151 -6.121
H16 9.232 16.799 -5.710
H17 7.824 14.368 -4.584
H18 6.920 16.048 -3.131
H19 6.596 16.427 -4.774
H20 7.872 17.354 -4.001
H21 9.180 14.699 -2.812
H22 9.896 16.020 -3.321
C9 7.426 21.204 -11.952
O3 8.247 20.826 -10.953
C10 8.568 21.874 -10.117
C11 9.418 21.282 -9.024
C12 9.874 22.443 -8.186
N3 10.662 20.551 -9.524
H23 6.445 21.481 -11.538
H24 7.300 20.393 -12.655
H25 7.786 22.110 -12.459
H26 9.187 22.613 -10.645
H27 7.663 22.278 -9.647
H28 8.833 20.625 -8.368
H29 10.552 22.189 -7.371
H30 9.014 22.936 -7.711
H31 10.404 23.193 -8.791
H32 10.396 19.802 -10.176
H33 11.202 21.233 -10.080
C13 13.265 15.190 -8.430
O4 13.092 15.848 -9.647
C14 12.233 15.107 -10.530
C15 12.169 15.732 -11.880
C16 11.819 17.248 -11.764
N4 11.018 15.098 -12.588
H34 13.485 15.901 -7.637
H35 14.051 14.416 -8.504
H36 12.365 14.632 -8.089
H37 12.642 14.079 -10.604
H38 11.252 15.061 -10.037
H39 13.082 15.681 -12.473
H40 11.469 17.703 -12.689
H41 12.745 17.762 -11.446
H42 11.092 17.487 -10.980
H43 10.886 14.093 -12.440
H44 10.139 15.516 -12.283
C17 1.763 18.940 -7.901
O5 1.846 20.214 -8.386
C18 0.612 20.822 -8.485
C19 0.840 22.228 -8.969
C20 1.349 22.232 -10.383
N5 1.765 22.962 -8.099
H45 1.110 18.316 -8.516
H46 1.441 18.960 -6.839
H47 2.726 18.431 -7.803
H48 -0.055 20.292 -9.187
H49 0.144 20.809 -7.488
H50 -0.165 22.664 -8.930
H51 0.512 21.960 -11.026
H52 2.281 21.676 -10.495
H53 1.667 23.243 -10.663
H54 2.608 22.391 -8.050
H55 1.362 23.016 -7.164
C21 10.505 11.854 -18.889
O6 10.826 12.941 -18.082
C22 9.709 13.622 -17.656
C23 10.081 14.402 -16.462
C24 11.290 15.353 -16.747
N6 10.311 13.494 -15.316
H56 11.454 11.439 -19.203
H57 9.932 12.162 -19.782
H58 9.864 11.129 -18.365
H59 9.332 14.316 -18.428
H60 8.933 12.875 -17.451
H61 9.227 15.050 -16.197
H62 12.200 14.842 -17.055
H63 11.541 15.974 -15.887
H64 10.959 16.018 -17.573
H65 10.624 14.023 -14.500
H66 11.013 12.787 -15.509
C25 10.519 18.819 -17.687
O7 9.787 19.538 -16.744
C26 10.361 19.443 -15.474
C27 9.838 20.550 -14.610
N7 10.366 20.444 -13.222
C28 11.863 20.692 -13.061
C29 12.241 22.114 -13.275
O8 11.360 22.941 -12.526
C30 11.997 23.738 -11.546
H67 10.971 17.888 -17.321
H68 11.419 19.421 -17.938
H69 9.919 18.686 -18.575
H70 11.460 19.485 -15.541
H71 10.082 18.476 -15.006
H72 8.748 20.551 -14.533
H73 10.058 21.556 -15.037
H74 9.973 21.211 -12.662
H75 12.382 19.963 -13.698
H76 12.074 20.362 -12.032
H77 12.151 22.337 -14.347
H78 13.303 22.221 -13.037
H79 12.734 23.192 -10.920
H80 11.229 24.116 -10.872
H81 12.603 24.556 -11.971
C31 4.144 13.460 -4.620
O9 4.150 13.724 -6.014
C32 5.384 13.420 -6.618
C33 5.475 13.977 -7.968
N8 4.772 13.168 -9.015
C34 3.325 13.156 -8.965
C35 2.686 14.400 -9.519
O10 2.561 14.310 -10.942
C36 1.859 15.333 -11.536
H82 3.288 13.849 -4.077
H83 4.997 13.983 -4.121
H84 4.275 12.371 -4.500
H85 5.756 12.395 -6.457
H86 6.143 14.011 -6.029
H87 6.512 14.032 -8.293
H88 5.086 15.011 -7.950
H89 5.120 13.456 -9.919
H90 3.030 12.995 -7.946
H91 3.076 12.322 -9.621
H92 3.214 15.328 -9.210
H93 1.685 14.533 -9.034
H94 2.453 15.864 -12.291
H95 1.636 16.130 -10.809
H96 0.967 14.919 -11.992
C37 6.012 9.952 -13.810
O11 6.948 10.125 -14.847
C38 6.930 11.385 -15.436
C39 5.581 11.853 -15.849
N9 4.875 10.950 -16.666
C40 3.471 11.200 -16.847
C41 2.841 10.283 -17.835
O12 1.676 10.864 -18.355
C42 1.198 10.135 -19.445
H97 5.004 10.195 -14.153
H98 6.309 10.563 -12.939
H99 6.079 8.920 -13.476
H100 7.543 11.256 -16.335
H101 7.436 12.102 -14.780
H102 5.684 12.839 -16.333
H103 5.053 12.123 -14.895
H104 5.125 9.979 -16.666
H105 3.320 12.242 -17.178
H106 2.918 11.156 -15.877
H107 2.530 9.306 -17.424
H108 3.567 10.056 -18.640
H109 0.138 10.329 -19.572
H110 1.312 9.046 -19.301
H111 1.749 10.415 -20.355
C43 3.454 19.764 -16.269
O13 4.764 19.548 -16.670
C44 5.599 19.249 -15.582
C45 6.845 18.641 -16.071
N10 6.585 17.226 -16.504
C46 7.608 16.839 -17.494
C47 7.693 15.360 -17.793
O14 6.721 14.853 -18.677
C48 5.410 14.777 -18.157
H112 2.960 20.176 -17.150
H113 3.363 20.550 -15.494
H114 2.954 18.880 -15.860
H115 5.098 18.556 -14.887
H116 5.890 20.138 -14.991
H117 7.570 18.650 -15.258
H118 7.202 19.160 -16.969
H119 5.694 17.272 -16.996
H120 8.564 17.195 -17.112
H121 7.413 17.389 -18.434
H122 7.766 14.779 -16.866
H123 8.643 15.268 -18.340
H124 4.884 13.936 -18.610
H125 4.820 15.691 -18.349
H126 5.365 14.623 -17.066
C49 4.825 17.599 -9.579
O15 5.882 16.991 -10.290
C50 6.656 17.916 -10.970
C51 8.069 17.437 -11.226
N11 8.067 16.066 -11.728
C52 7.676 16.038 -13.160
C53 7.448 14.597 -13.613
O16 6.629 13.873 -12.667
C54 5.197 14.065 -12.708
H127 5.117 18.555 -9.097
H128 4.378 17.016 -8.778
H129 4.041 17.861 -10.321
H130 6.797 18.758 -10.260
H131 6.177 18.366 -11.855
H132 8.595 17.430 -10.271
H133 8.567 18.176 -11.857
H134 7.300 15.591 -11.244
H135 8.496 16.402 -13.800
H136 6.754 16.621 -13.354
H137 8.373 14.015 -13.616
H138 7.033 14.643 -14.638
H139 4.842 13.351 -11.968
H140 4.788 13.970 -13.717
H141 4.897 15.030 -12.252

---

# 3
Here is a gas-phase ion, C5H9N2 (charge +1) in a non-equilibrium geometry from the Open Molecules 2025 dataset. Energies are from ωB97M-V/def2-TZVPD.

Calculated values
* SMILES string: C[C@H]1C[C@@H]1C[N+]#N
* energy above the lowest of the compared OMol25 structures with the same formula, charge and spin: 455.9 kJ/mol
* charge: +1
* calculated total energy: -8301.0075 eV

Positions of all 16 atoms, in Å:
C1 -2.186 -0.114 -0.244
C2 -0.848 -0.016 0.581
C3 0.192 -1.127 0.038
C4 0.293 0.325 -0.350
C5 1.539 1.073 0.170
N1 2.555 0.211 -0.134
N2 3.287 -0.617 -0.264
H1 -2.621 0.909 -0.326
H2 -2.893 -0.747 0.246
H3 -1.935 -0.405 -1.212
H4 -1.133 0.135 1.652
H5 -0.304 -1.799 -0.613
H6 0.882 -1.591 0.712
H7 -0.035 0.706 -1.351
H8 1.772 2.057 -0.200
H9 1.433 1.002 1.294

---

# 4
Here is a single Cl4N4 molecule in a non-equilibrium geometry from the Open Molecules 2025 dataset. Energies are from ωB97M-V/def2-TZVPD.

Calculated values
* SMILES string: Cl/N=N\N(Cl)N(Cl)Cl
* energy above the lowest of the compared OMol25 structures with the same formula, charge and spin: 168.3 kJ/mol
* charge: 0
* calculated total energy: -56042.2362 eV

Positions of all 8 atoms, in Å:
Cl1 1.516 -2.278 -0.874
N1 -0.118 -1.954 -0.513
N2 -0.683 -0.921 -0.278
N3 -0.159 0.260 0.059
Cl2 1.358 0.997 -0.297
N4 -1.202 1.335 0.334
Cl3 -2.492 0.915 1.693
Cl4 -2.024 1.278 -1.126

---

| no. | HOMO energy (eV) | gap between HOMO and LUMO (eV) |
| --- | --- | --- |
| 1 | -10.42 | 6.4 |
| 2 | -8.29 | 8.6 |
| 3 | -14.35 | 8.8 |
| 4 | -10.05 | 8.4 |